No. 1
Below is a structure of composition C24H43N2OP3SZr in a non-equilibrium geometry, with properties calculated with ωB97M-V/def2-TZVPD.

Its HOMO-LUMO gap is 3.41 eV. Its energy relative to the best compared isomer or geometry (same formula, charge and spin) is 58.0 kJ/mol. As for the total charge: +4. The calculation puts the HOMO energy at -18.58 eV. Its LUMO energy is -0.55763 Eh.

```
75
C24H43N2OP3SZr, DFT ωB97M-V/def2-TZVPD
Zr -0.055 0.511 -0.008
P -0.233 -2.167 -0.900
P 2.394 0.684 -0.959
P -1.444 0.918 -2.242
H -3.672 -2.435 2.575
C -3.376 -2.862 1.605
C -2.662 -4.101 1.655
H -2.151 -4.395 2.573
C 0.228 -3.439 0.324
C 0.857 -2.662 -2.286
C -1.825 -2.862 -1.480
C 3.407 1.455 0.355
C 3.528 -0.599 -1.581
C 2.503 1.959 -2.270
C -3.253 0.726 -2.057
C -1.142 0.061 -3.827
C -1.341 2.660 -2.780
H -4.192 -2.785 0.867
H -2.755 -4.838 0.854
H -0.652 -3.708 0.924
H 1.016 -3.083 0.996
H 0.584 -4.333 -0.207
H 1.888 -2.784 -1.933
H 0.841 -1.915 -3.090
H 0.498 -3.622 -2.684
H -2.375 -3.276 -0.626
H -1.620 -3.667 -2.200
H -2.440 -2.100 -1.970
H 4.335 1.840 -0.091
H 3.655 0.713 1.124
H 2.866 2.281 0.835
H 4.528 -0.167 -1.733
H 3.161 -1.005 -2.532
H 3.601 -1.416 -0.851
H 3.563 2.157 -2.486
H 2.021 2.895 -1.955
H 2.010 1.601 -3.185
H -3.726 0.823 -3.045
H -3.639 1.514 -1.396
H -3.509 -0.251 -1.627
H -1.815 0.493 -4.581
H -1.332 -1.016 -3.750
H -0.103 0.216 -4.149
H -1.867 2.765 -3.740
H -0.295 2.965 -2.911
H -1.809 3.323 -2.041
C -0.068 3.682 0.413
C 1.037 4.529 0.243
C 0.841 5.908 0.343
C -0.427 6.427 0.629
C -1.512 5.568 0.829
C -1.337 4.187 0.747
O 0.067 2.339 0.184
H -2.405 -1.905 1.123
H 2.012 4.090 0.018
H 1.689 6.577 0.193
H -0.567 7.507 0.697
H -2.501 5.971 1.048
H -2.159 3.479 0.895
N -1.808 0.541 1.779
C -0.948 -0.324 2.556
N 0.289 -0.427 2.087
C 1.089 -1.267 2.891
C 2.389 -1.677 2.573
C 2.930 -2.739 3.305
C 2.186 -3.352 4.327
C 0.891 -2.913 4.645
C 0.352 -1.851 3.924
S -1.313 -1.213 3.980
H -2.750 0.156 1.661
H -1.949 1.450 2.236
H 2.923 -1.168 1.770
H 3.938 -3.089 3.082
H 2.624 -4.183 4.883
H 0.291 -3.375 5.426
```

Mulliken population analysis, charges in e, atoms 1 to 5: 0.39, 1.43, 1.16, 1.00, 0.42



No. 2
Below is a structure of composition C24H43N2P3PrS2 in a non-equilibrium geometry, with properties calculated with ωB97M-V/def2-TZVPD.

Its HOMO-LUMO gap (spin up / spin down) is 5.41 / 5.93 eV. Its expectation value of S² is 2.006. Its energy relative to the best compared isomer or geometry (same formula, charge and spin) is 49.8 kJ/mol. As for the total charge: +3. As for the multiplicity: 3. The calculation puts the HOMO energy (spin up / spin down) at -15.67 / -15.67 eV. Its LUMO energy (spin up / spin down) is -0.37696 / -0.35799 Eh.

```
75
C24H43N2P3PrS2, DFT ωB97M-V/def2-TZVPD
Pr 0.134 0.178 0.007
P 1.943 -1.946 0.336
P 1.775 0.509 -2.538
P -1.016 -0.264 2.544
H -1.652 0.532 -3.949
C -1.938 0.890 -2.956
C -2.072 2.151 -2.527
H -1.639 3.034 -2.984
C 1.237 -3.460 -0.451
C 3.677 -2.026 -0.263
C 2.174 -2.464 2.087
C 1.480 1.678 -3.915
C 3.568 0.879 -2.380
C 1.944 -1.029 -3.525
C -2.452 0.870 2.783
C -0.169 -0.146 4.172
C -1.669 -1.986 2.775
H -2.260 0.106 -2.251
H -2.664 2.296 -1.616
H 1.879 -4.319 -0.208
H 1.195 -3.320 -1.541
H 0.218 -3.642 -0.080
H 4.157 -2.938 0.121
H 4.240 -1.155 0.094
H 3.719 -2.039 -1.358
H 2.816 -3.357 2.103
H 1.210 -2.694 2.562
H 2.655 -1.659 2.661
H 1.892 1.263 -4.842
H 2.007 2.614 -3.705
H 0.409 1.856 -4.029
H 4.038 0.684 -3.355
H 4.042 0.262 -1.608
H 3.675 1.941 -2.135
H 2.436 -0.726 -4.456
H 0.953 -1.447 -3.737
H 2.566 -1.775 -3.017
H -3.273 0.455 3.388
H -2.880 1.133 1.804
H -2.117 1.819 3.229
H -0.782 -0.559 4.985
H 0.074 0.889 4.426
H 0.783 -0.688 4.137
H -2.414 -2.045 3.581
H -0.852 -2.678 3.025
H -2.162 -2.354 1.868
C -5.237 -1.261 -0.399
C -5.644 -2.606 -0.287
C -6.972 -2.955 -0.586
C -7.874 -1.999 -1.073
C -7.467 -0.662 -1.229
C -6.151 -0.284 -0.921
S -3.614 -0.765 0.111
H -2.600 -1.558 -0.550
H -4.966 -3.368 0.098
H -7.307 -3.983 -0.450
H -8.881 -2.262 -1.405
H -8.160 0.095 -1.624
H -5.812 0.749 -1.060
N 0.114 3.859 -0.357
C 1.234 3.462 0.288
N 1.563 2.221 0.695
C 2.902 2.231 1.229
C 3.614 1.144 1.754
C 4.872 1.385 2.340
C 5.399 2.686 2.423
C 4.682 3.780 1.915
C 3.475 3.520 1.272
S 2.423 4.729 0.568
H 0.108 4.871 -0.486
H -0.521 3.260 -0.892
H 3.151 0.144 1.727
H 5.432 0.548 2.760
H 6.370 2.874 2.874
H 4.985 4.824 2.004
```

Mulliken population analysis, charges in e, atoms 1 to 5: 0.44, 0.86, 0.98, 0.91, 0.42



No. 3
Below is a structure of composition C24H44AlCl28O, with properties calculated with ωB97M-V/def2-TZVPD.

Its HOMO-LUMO gap is 6.80 eV. Its energy relative to the best compared isomer or geometry (same formula, charge and spin) is 0.0 kJ/mol. As for the total charge: -1. The calculation puts the HOMO energy at -5.26 eV. Its LUMO energy is 0.05659 Eh.

```
98
C24H44AlCl28O, DFT ωB97M-V/def2-TZVPD
C -2.369 -0.996 3.673
C -3.368 -0.179 3.317
Al -3.668 0.524 1.451
C -5.017 1.997 1.553
C -4.933 3.175 0.926
C -1.920 1.142 0.677
C -0.884 1.721 1.654
C 0.585 1.489 1.264
C 0.895 0.021 0.966
O 0.886 -0.231 -0.458
C -4.472 -1.050 0.407
Cl -5.594 -2.078 1.317
C -4.301 -1.447 -0.853
C -4.891 -2.623 -1.577
Cl -3.230 -0.451 -1.843
H -1.722 -1.455 2.925
H -2.133 -1.241 4.711
H -4.005 0.126 4.152
H -5.915 1.866 2.166
H -4.057 3.438 0.335
H -5.718 3.931 0.980
H -1.479 0.352 0.065
H -2.170 1.928 -0.051
H -1.016 1.351 2.676
H -1.036 2.802 1.696
H 0.888 2.078 0.391
H 1.212 1.805 2.105
H 1.894 -0.274 1.288
H 0.142 -0.615 1.440
H 0.089 -0.725 -0.671
H -4.520 -3.558 -1.145
H -5.979 -2.626 -1.480
H -4.615 -2.610 -2.630
C -1.296 -0.591 -5.181
Cl -1.046 0.537 -6.530
Cl -1.957 -2.142 -5.714
H -0.338 -0.766 -4.706
H -2.002 -0.148 -4.491
C -0.766 -5.292 -4.340
Cl -0.521 -7.050 -4.244
Cl -1.565 -4.640 -2.916
H 0.203 -4.820 -4.444
H -1.384 -5.089 -5.206
C -0.709 6.279 2.235
Cl 0.376 5.141 1.423
Cl -2.373 6.126 1.671
H -0.683 6.061 3.296
H -0.359 7.284 2.032
C -1.391 3.392 -3.957
Cl -2.840 4.021 -3.166
Cl -0.834 1.883 -3.228
H -1.621 3.198 -4.998
H -0.600 4.125 -3.859
C -4.267 -0.732 7.062
Cl -2.614 -0.873 7.681
Cl -4.655 0.902 6.532
H -4.357 -1.385 6.201
H -4.950 -1.018 7.852
C -2.356 -5.520 1.006
Cl -2.199 -3.778 0.804
Cl -3.457 -6.237 -0.185
H -1.382 -5.976 0.878
H -2.758 -5.715 1.993
C 4.910 0.597 1.031
Cl 5.547 -1.047 1.251
Cl 3.945 1.130 2.405
H 5.746 1.272 0.924
H 4.283 0.606 0.145
C 5.918 -2.772 -2.110
Cl 5.664 -1.176 -2.822
Cl 7.181 -3.690 -2.946
H 6.219 -2.633 -1.079
H 4.990 -3.327 -2.178
C 0.410 -3.514 7.642
Cl 0.791 -1.855 8.128
Cl -0.724 -3.586 6.294
H 1.332 -3.993 7.337
H -0.032 -4.020 8.492
C -4.290 -5.836 -6.028
Cl -3.308 -4.860 -7.136
Cl -4.966 -4.886 -4.707
H -5.104 -6.269 -6.595
H -3.654 -6.606 -5.605
C 6.482 3.227 -1.631
Cl 5.358 3.742 -0.365
Cl 7.181 1.635 -1.283
H 5.936 3.158 -2.564
H 7.290 3.946 -1.698
C 3.378 6.770 0.577
Cl 4.379 7.716 -0.536
Cl 2.986 7.663 2.052
H 2.450 6.518 0.080
H 3.928 5.880 0.856
C 10.505 2.176 -2.639
Cl 10.117 3.895 -2.826
Cl 11.877 1.918 -1.556
H 9.637 1.683 -2.223
H 10.758 1.774 -3.612
```

Mulliken population analysis, charges in e, atoms 1 to 5: 0.07, 0.03, -0.35, -0.42, -0.44